The following is a quantum chemistry calculation of a molecular structure, C19H27CuN4SeSi, from OMol25.

Kohn-Sham gap, eV: 7.285
ΔE to the lowest compared entry with this formula, charge and spin, kcal per mole: 2.7
E_HOMO, eV: -6.874
Charge: 0

```
53
Properties=species:S:1:pos:R:3:nbo_charge:R:1
Cu -1.0116 1.0661 -0.8361 0.577
N -2.2765 2.4483 -1.7713 -0.896
C -2.9268 1.7464 -2.8792 -0.231
C -1.8228 1.1621 -3.7646 -0.232
N -0.8365 0.4684 -2.9245 -0.904
H -2.9358 2.8267 -1.1049 0.392
H -1.6841 3.2019 -2.1044 0.389
H -3.5822 2.3881 -3.4757 0.185
H -3.5258 0.9385 -2.4540 0.203
H -1.3261 1.9858 -4.2813 0.195
H -2.2555 0.4997 -4.5148 0.199
H 0.1117 0.7438 -3.1522 0.405
H -0.9140 -0.5374 -2.9845 0.383
C 1.3163 3.3010 1.5949 -0.406
N 2.2364 2.3555 1.0047 -0.361
C 3.1111 1.5405 1.6951 -0.058
C 3.7458 0.7762 0.7871 -0.064
N 3.2537 1.1298 -0.4541 -0.364
C 3.6236 0.5338 -1.7138 -0.397
C 2.3310 2.1101 -0.3178 0.266
Se 1.4732 3.0014 -1.6651 -0.387
H 1.3257 3.1697 2.6740 0.213
H 0.3123 3.1122 1.2162 0.244
H 1.6044 4.3216 1.3431 0.217
H 3.1874 1.5645 2.7666 0.232
H 4.4783 0.0004 0.9130 0.237
H 4.3663 -0.2396 -1.5334 0.214
H 4.0258 1.2893 -2.3874 0.225
H 2.7460 0.0891 -2.1828 0.217
C 2.9546 -2.9035 1.5822 -0.225
C 2.3389 -2.7049 0.3528 -0.253
C 1.2674 -1.8291 0.2492 -0.164
C 0.7636 -1.1449 1.3572 -0.415
C 1.4002 -1.3616 2.5801 -0.219
C 2.4811 -2.2253 2.6971 -0.226
Si -0.7417 0.0372 1.1692 0.479
C -2.2214 -1.1892 1.1969 -0.405
C -2.4986 -1.9724 0.0734 -0.168
C -3.6156 -2.7917 0.0087 -0.229
C -4.5042 -2.8361 1.0753 -0.236
C -4.2517 -2.0690 2.2029 -0.214
C -3.1237 -1.2594 2.2583 -0.223
H 3.7926 -3.5843 1.6708 0.206
H 2.6955 -3.2381 -0.5220 0.204
H 0.8043 -1.6705 -0.7220 0.187
H 1.0295 -0.8497 3.4627 0.208
H 2.9494 -2.3823 3.6623 0.206
H -0.7881 0.5442 2.5858 -0.203
H -1.8191 -1.9398 -0.7750 0.180
H -3.8020 -3.3923 -0.8744 0.200
H -5.3866 -3.4620 1.0257 0.206
H -4.9364 -2.1037 3.0423 0.205
H -2.9396 -0.6655 3.1475 0.207
```

***

The following is a quantum chemistry calculation of a gas-phase ion, C6H12N (charge +1), from OMol25.

Kohn-Sham gap, eV: 8.568
ΔE to the lowest compared entry with this formula, charge and spin, kcal per mole: 79.0
E_HOMO, eV: -14.184
SMILES: C=[NH+]C(=C)CCC
Charge: +1

```
19
Properties=species:S:1:pos:R:3:nbo_charge:R:1
C -0.2222 -1.1976 -2.1602 0.145
N -0.3745 0.0805 -1.8956 -0.422
C -0.8670 0.3157 -0.5353 0.128
C -2.0059 -0.2347 0.0064 -0.321
C -0.0385 1.2127 0.1927 -0.503
C 1.2858 0.6800 0.7406 -0.408
C 1.0266 -0.5279 1.7418 -0.666
H -0.0526 -1.6120 -3.0753 0.217
H -0.3358 -1.9798 -1.3002 0.246
H -0.0996 0.8623 -2.4847 0.465
H -2.7078 -0.9835 -0.2412 0.236
H -2.4372 0.4229 0.8375 0.250
H -0.5227 1.5677 1.1398 0.253
H 0.2078 2.1839 -0.2852 0.240
H 2.0263 1.3569 1.3109 0.254
H 1.9089 0.4810 -0.0968 0.196
H 2.0209 -0.7077 2.2916 0.244
H 0.1425 -0.2990 2.4702 0.230
H 1.0450 -1.6211 1.3431 0.217
```

***

The following is a quantum chemistry calculation of a gas-phase ion, C8H8NO4S (charge -1), from OMol25.

Kohn-Sham gap, eV: 8.329
ΔE to the lowest compared entry with this formula, charge and spin, kcal per mole: 0.0
E_HOMO, eV: -4.881
SMILES: Nc1ccccc1CC(=O)S(=O)(=O)[O-]
Charge: -1

```
22
Properties=species:S:1:pos:R:3:nbo_charge:R:1
N -1.3543 -0.8009 -0.8422 -0.866
C -0.2033 -0.0916 -1.0311 0.175
C 0.1289 0.5966 -2.1989 -0.253
C 1.3468 1.2535 -2.2954 -0.227
C 2.1934 1.3931 -1.2094 -0.259
C 1.8956 0.6191 -0.0523 -0.170
C 0.7580 -0.2032 -0.0646 -0.025
C 0.5188 -1.0378 1.1631 -0.553
C -0.8457 -1.4463 1.5971 0.356
O -1.2042 -2.5733 1.7358 -0.540
S -1.7817 0.0683 2.0996 2.330
O -2.9652 0.0519 1.2427 -1.022
O -2.0649 -0.2301 3.4680 -1.003
O -0.8951 1.1860 1.8886 -1.006
H -1.9097 -0.6596 -1.7320 0.351
H -2.1446 -0.5778 -0.1114 0.453
H -0.5706 0.4595 -3.1028 0.193
H 1.6064 1.6820 -3.2168 0.196
H 3.0872 2.1013 -1.2353 0.202
H 2.4536 0.5552 0.8104 0.197
H 0.9665 -1.9572 1.0448 0.218
H 0.9840 -0.3887 2.0423 0.254
```

***

The following is a quantum chemistry calculation of 2 unconnected molecules or ions with the total composition C6H14N2O2, from OMol25.

Kohn-Sham gap, eV: 9.989
ΔE to the lowest compared entry with this formula, charge and spin, kcal per mole: 21.3
E_HOMO, eV: -9.404
SMILES: CNC(C)=O.CNC(C)=O
Charge: 0

```
24
Properties=species:S:1:pos:R:3:nbo_charge:R:1
C 0.8321 1.8080 -1.7057 -0.429
N -0.2324 1.4621 -0.7585 -0.635
C -1.3481 0.8426 -1.3093 0.674
C -2.3698 0.3989 -0.3204 -0.748
O -1.5130 0.8401 -2.5139 -0.609
H 0.3759 2.5261 -2.3790 0.218
H 1.5423 2.4033 -1.1498 0.197
H 1.1931 0.9742 -2.3057 0.196
H 0.1617 0.9702 0.0335 0.383
H -2.0064 -0.3076 0.4471 0.262
H -2.6294 1.2588 0.2940 0.246
H -3.1159 -0.2465 -0.7827 0.237
C 2.0031 0.4140 1.8565 -0.431
N 1.6838 -0.7355 1.0420 -0.622
C 0.4913 -1.3640 1.1970 0.673
C 0.3644 -2.7294 0.5811 -0.713
O -0.4259 -0.8776 1.8362 -0.636
H 3.0189 0.2929 2.2343 0.205
H 1.8717 1.3889 1.3985 0.196
H 1.3960 0.3852 2.7601 0.233
H 2.4426 -1.1571 0.5395 0.401
H -0.1440 -3.3981 1.2576 0.246
H -0.2585 -2.7278 -0.3160 0.245
H 1.3189 -3.1971 0.3233 0.211
```

***

The following is a quantum chemistry calculation of C4H5NO2 in the gas phase, from OMol25.

Kohn-Sham gap, eV: 9.253
ΔE to the lowest compared entry with this formula, charge and spin, kcal per mole: 70.6
E_HOMO, eV: -8.860
SMILES: NC=C=C(O)C=O
Charge: 0

```
12
Properties=species:S:1:pos:R:3:nbo_charge:R:1
N -2.1137 -0.5463 -0.6420 -0.780
C -0.9950 -0.6099 0.1639 0.092
C 0.2984 -0.6738 -0.1467 -0.194
C 1.2946 0.1566 0.0639 0.109
O 2.6271 -0.1161 -0.0077 -0.671
C 0.8808 1.5553 0.3517 0.374
O -0.2894 1.8581 0.4263 -0.521
H -2.9695 -0.8479 -0.2007 0.381
H -1.9634 -1.0659 -1.4889 0.388
H -1.0832 -0.9571 1.1816 0.201
H 2.6451 -1.0643 -0.1968 0.486
H 1.6682 2.3112 0.4955 0.135
```

***

The following is a quantum chemistry calculation of C2H4N6 in the gas phase, from OMol25.

Kohn-Sham gap, eV: 10.274
ΔE to the lowest compared entry with this formula, charge and spin, kcal per mole: 42.8
E_HOMO, eV: -10.106
SMILES: [H]/N=C(\N)n1ncnn1
Charge: 0

```
12
Properties=species:S:1:pos:R:3:nbo_charge:R:1
H 2.5119 -1.4195 -0.1195 0.342
N 1.5510 -1.6009 -0.0766 -0.598
C 1.1283 -0.3972 0.1059 0.568
N 1.7126 0.8871 -0.0070 -0.905
N -0.3663 -0.1909 0.0551 -0.120
N -1.2149 0.8807 0.1085 -0.250
C -2.3624 0.3211 -0.0316 0.111
N -2.3486 -1.0002 0.0380 -0.259
N -1.1078 -1.4071 0.1016 0.027
H 1.1286 1.7096 -0.4866 0.441
H 2.5666 1.1624 0.6220 0.423
H -3.1989 1.0551 -0.3099 0.219
```